[1]
ORCA calculation (wB97M-V/def2-TZVPD) on a molecular structure, C30H46IrNO4S2Se4Si.

The value obtained for the frontier orbital gap (alpha / beta) is 4.21 / 4.65 eV. As for the LUMO energy (alpha / beta): 2.186 / -0.059 eV. The HOMO energy (alpha / beta) comes out at -2.03 / -4.71 eV.

```
! wB97M-V def2-TZVPD RIJCOSX def2/J DEFGRID3
* xyz -1 6
Ir -17.0139 -9.2440 -5.9568
C -21.2914 -3.2384 -4.4967
C -20.2542 -4.3978 -4.2839
C -18.8068 -3.8869 -4.5617
C -20.2915 -4.9850 -2.8466
C -20.5554 -5.5443 -5.2063
C -21.7550 -5.7314 -5.8469
C -21.9562 -6.7545 -6.8609
C -20.8404 -7.5192 -7.1430
S -20.5908 -8.4455 -8.5551
C -19.1446 -9.1376 -7.7986
N -18.7904 -8.5532 -6.5989
C -19.6956 -7.5082 -6.2841
C -19.5310 -6.5247 -5.3595
C -18.2708 -10.1258 -8.3970
C -18.4901 -10.6660 -9.6711
C -17.5700 -11.5853 -10.1467
C -16.3201 -11.6936 -9.5306
C -16.1165 -11.2291 -8.2097
C -17.0214 -10.3979 -7.6369
H -20.8939 -2.3598 -3.9685
H -22.2110 -3.4974 -3.9570
H -21.4434 -2.9513 -5.5278
H -18.5567 -3.0735 -3.8609
H -18.6499 -3.5541 -5.5849
H -18.1813 -4.7311 -4.3414
H -20.3385 -4.1352 -2.1548
H -19.3990 -5.6213 -2.6411
H -21.1892 -5.6053 -2.6636
H -22.6092 -5.0678 -5.6458
H -22.9056 -7.0397 -7.3308
H -18.6984 -6.5117 -4.6725
H -19.3760 -10.3716 -10.2508
H -17.8244 -12.3252 -10.8970
H -15.5617 -12.2030 -10.0945
H -15.2522 -11.4842 -7.6414
Se -14.6512 -9.5247 -5.4697
Se -14.2907 -11.7423 -4.4702
Se -16.2719 -12.7755 -4.3899
Se -18.2677 -11.4538 -5.0377
C -17.7636 -8.7633 -3.0410
O -17.3975 -8.1401 -4.3644
H -18.5989 -8.2132 -2.5653
H -16.8530 -8.7357 -2.3742
H -18.1615 -9.7968 -3.2235
C -12.9546 -10.1236 -9.3591
C -12.4185 -8.7399 -9.1223
C -11.2073 -8.6813 -8.1979
C -12.3649 -7.8741 -10.4151
O -13.5552 -8.1639 -8.3608
Si -14.7241 -7.1320 -8.6320
S -16.1816 -7.1593 -7.0052
O -14.2697 -5.5330 -8.5393
C -13.3499 -4.6240 -7.8430
C -14.1292 -4.1186 -6.5817
C -12.0544 -5.3041 -7.5102
C -13.1230 -3.4822 -8.8370
O -15.3854 -7.5371 -10.0997
C -16.2736 -6.8841 -11.0631
C -17.3126 -6.0951 -10.2622
C -15.4594 -5.9551 -11.9957
C -16.8666 -8.0903 -11.7742
H -12.2545 -10.6109 -10.0099
H -13.9734 -10.0088 -9.8233
H -12.9827 -10.6635 -8.4423
H -10.3864 -9.3569 -8.5259
H -11.5501 -9.0764 -7.2116
H -10.8293 -7.6520 -8.1458
H -11.5969 -8.3369 -11.0083
H -12.2790 -6.7863 -10.2558
H -13.3046 -7.9842 -11.0379
H -14.2481 -4.8560 -5.7963
H -15.0688 -3.6801 -6.8790
H -13.5825 -3.3174 -6.1498
H -12.2860 -6.3229 -6.9959
H -11.5227 -4.6631 -6.8662
H -11.4294 -5.4381 -8.3898
H -14.0396 -2.9247 -8.9996
H -12.9505 -4.0418 -9.7658
H -12.2555 -2.8205 -8.6335
H -16.7314 -5.2385 -9.8185
H -17.6477 -6.7702 -9.4622
H -18.1593 -5.8006 -10.9234
H -15.0107 -5.2473 -11.2705
H -16.1413 -5.3803 -12.6451
H -14.7681 -6.6036 -12.5233
H -17.3928 -8.7509 -11.0244
H -16.1225 -8.7039 -12.2883
H -17.6608 -7.8043 -12.5448
*
```

[2]
ORCA calculation (wB97M-V/def2-TZVPD) on a molecular structure, C26H23N3ReS4Si.

The value obtained for the frontier orbital gap (alpha / beta) is 5.99 / 5.60 eV. As for the LUMO energy (alpha / beta): -1.078 / -1.817 eV. The HOMO energy (alpha / beta) comes out at -7.07 / -7.41 eV.

```
! wB97M-V def2-TZVPD RIJCOSX def2/J DEFGRID3
* xyz 0 4
Re 0.1648 0.3763 -0.1121
C -4.2656 -2.0481 -1.8539
S -3.1633 -3.0263 -0.8186
C -1.8328 -1.9401 -0.5264
S -1.8197 -0.3501 -1.2184
N -0.9555 -2.4460 0.3035
N 0.0606 -1.5613 0.5874
C 1.0148 -1.9738 1.3514
C 2.0639 -1.0107 1.6642
C 3.1448 -1.3051 2.4724
C 4.0617 -0.3084 2.7544
C 3.8721 0.9591 2.2272
C 2.7790 1.1879 1.4157
N 1.9036 0.2200 1.1306
H -5.1314 -2.6868 -2.0258
H -3.7979 -1.8022 -2.8050
H -4.5777 -1.1420 -1.3406
H 0.9989 -2.9857 1.7385
H 3.2541 -2.3088 2.8614
H 4.9193 -0.5173 3.3825
H 4.5607 1.7670 2.4343
H 2.5788 2.1509 0.9654
S -0.9532 1.4340 1.7919
C -1.6205 2.8582 0.9848
C -2.6781 3.5477 1.5854
C -3.2059 4.6918 1.0117
C -2.6848 5.1746 -0.1839
C -1.6393 4.5021 -0.7911
C -1.1006 3.3449 -0.2188
S 0.2615 2.5512 -1.0334
H -3.0832 3.1660 2.5162
H -4.0275 5.2078 1.4960
H -3.0958 6.0663 -0.6414
H -1.2257 4.8591 -1.7277
C 0.0664 -1.6700 -6.0361
C 0.8495 -0.5264 -5.9618
C 1.3536 -0.1048 -4.7351
C 1.0810 -0.8168 -3.5638
C 0.2782 -1.9581 -3.6591
C -0.2200 -2.3872 -4.8803
Si 1.7890 -0.2268 -1.9384
C 3.0224 -1.5021 -1.2899
C 2.6635 -2.8321 -1.0338
C 3.5608 -3.7306 -0.4659
C 4.8448 -3.3149 -0.1347
C 5.2284 -2.0027 -0.3866
C 4.3271 -1.1094 -0.9591
H -0.3241 -2.0021 -6.9908
H 1.0705 0.0388 -6.8588
H 1.9646 0.7907 -4.6889
H 0.0235 -2.5184 -2.7626
H -0.8378 -3.2765 -4.9326
H 2.6325 0.9621 -2.2683
H 1.6619 -3.1792 -1.2808
H 3.2590 -4.7561 -0.2854
H 5.5475 -4.0148 0.3026
H 6.2334 -1.6757 -0.1449
H 4.6445 -0.0890 -1.1582
*
```

[3]
ORCA calculation (wB97M-V/def2-TZVPD) on 4 unconnected molecules or ions with the total composition CH11N2O3.

The value obtained for the frontier orbital gap is 12.08 eV. As for the LUMO energy: -2.763 eV. The HOMO energy comes out at -14.84 eV.

```
! wB97M-V def2-TZVPD RIJCOSX def2/J DEFGRID3
* xyz 1 1
N 1.1229 -0.0309 0.0815
C 1.0301 0.7328 -0.9568
N -0.0201 1.4526 -1.3220
H 0.2934 -0.0519 0.6966
H 2.0929 -0.3500 0.4269
H 1.8605 0.7811 -1.6439
H 0.0573 2.0442 -2.1253
H -0.8174 1.6031 -0.7174
H 3.6896 -1.5599 0.0440
H 4.0687 -0.3139 0.7702
O 3.4397 -1.0470 0.8277
H -1.5297 0.1862 2.1034
H -2.1321 -0.2453 0.7542
O -1.3985 0.2481 1.1506
H -4.0058 -1.1773 0.7998
H -4.1101 -1.2823 -0.8312
O -3.6414 -0.9898 -0.0581
*
```

[4]
ORCA calculation (wB97M-V/def2-TZVPD) on a single C6H12 molecule.

The value obtained for the frontier orbital gap is 8.66 eV. As for the LUMO energy: 1.109 eV. The HOMO energy comes out at -7.55 eV.

```
! wB97M-V def2-TZVPD RIJCOSX def2/J DEFGRID3
* xyz 0 1
C -0.5632 1.8872 -0.3015
C -1.3415 0.6937 0.2287
C -0.9321 -0.6359 -0.3103
C 0.0006 -1.4314 -1.1391
C 0.8920 -0.6496 -0.2765
C 1.6210 -0.7331 1.0665
H -1.1954 2.7715 -0.3412
H 0.3022 2.0944 0.3308
H -0.2081 1.6800 -1.3123
H -1.1420 0.5913 1.3169
H -2.4246 0.8382 0.1983
H -1.6320 -1.3564 0.1549
H -0.2029 -2.4243 -0.7445
H 0.0592 -1.3757 -2.2192
H 1.3385 0.1527 -0.9097
H 0.8897 -0.8677 1.8940
H 2.1072 0.2578 1.2415
H 2.4313 -1.4927 1.1227
*
```

Taking the records one at a time from the top gives maximum force values of 3.25, 1.16, 2.01, 1.35 eV Å⁻¹.
Taking the records one at a time from the top gives energy above the lowest of the compared OMol25 structures with the same formula, charge and spin values of 127.0, 0.0, 46.8, 382.2 kJ/mol.